Below is 7 unconnected molecules or ions with the total composition C4H22FN8O6, with properties calculated with ωB97M-V/def2-TZVPD.

Structure (ORCA input):
```
! RIJCOSX wB97M-V def2-TZVPD def2/J DEFGRID3
* xyz 2 2
H 2.00288 5.52357 0.59395
H -4.75373 0.61339 -0.20240
H -1.81117 -2.38877 -1.81360
N 1.88307 5.02703 1.46527
F 0.71794 0.45160 -0.06606
H -4.49665 1.91619 -1.36346
H 3.11174 -0.40910 -1.92382
H 1.28812 4.11551 -0.61263
O -0.87559 -3.50514 2.42962
C -0.41439 -3.53205 -2.19444
O 2.34128 0.53484 2.15657
H 1.34887 -3.21944 -1.36557
H 3.17345 0.78969 1.75144
N -4.15973 1.11743 -0.84522
N -0.80369 -2.39766 -1.74284
N 0.13696 -2.09838 0.97327
H 1.93998 0.35560 -1.13434
H 0.96478 -2.27555 1.52411
H 0.13557 -1.14494 0.64002
N 0.78852 -3.88954 -1.87259
H -2.00639 -1.51711 0.21661
H -1.17846 0.40164 -0.35865
H 0.63699 2.59476 0.15116
C -2.90603 0.94926 -1.04468
H -0.33486 -2.07271 -0.90935
H 1.12060 -4.84276 -1.83791
H 1.94330 1.19033 2.73411
H 2.28339 5.15982 2.38299
O -2.35280 1.54077 -1.91624
N -1.98384 -2.11897 1.02739
H -2.37492 0.06224 0.78994
N -2.16254 0.41638 -0.13178
O -1.14182 -4.26997 -2.82898
N 0.98210 3.54390 0.16179
H 1.73195 0.33889 1.44109
C 1.44456 3.82623 1.32679
O 2.77748 0.42966 -1.59771
C -0.89403 -2.62658 1.53327
O 1.39792 3.02894 2.23152
H -2.87434 -2.53695 1.25630
H 3.37338 0.91798 -1.02495
*
```

Calculated values
- maximum force (eV/A) = 6.8
- LUMO energy (spin up / spin down) (eV) = -7.6 / -11.6
- E_HOMO (spin up / spin down) (Eh) = -0.5643 / -0.5226
- <S²> = 0.759
- gap between HOMO and LUMO (spin up / spin down) (eV) = 7.7 / 2.6
- electronic energy (eV) = -31409.1881